(1)
C3H5NOS | ωB97M-V/def2-TZVPD

Geometry as ORCA input:
```
! RIJCOSX wB97M-V def2-TZVPD def2/J DEFGRID3
* xyz 0 1
S 3.29432 0.40060 1.89306
O -0.67678 0.57994 -0.91278
N 0.17985 -0.20980 -0.15073
C 1.84531 -0.22946 1.47063
C 0.93733 0.51264 0.64202
C -1.89664 -0.22248 -1.23117
H 1.11024 1.60650 0.48574
H -1.68331 -1.22522 -0.82440
H -2.73839 0.25574 -0.78790
H 1.61330 -1.23581 1.69240
H -1.98524 -0.23264 -2.27686
*
```

Results
HOMO energy: -8.99 eV
SMILES: CO/N=C/C=S
gap between HOMO and LUMO: 7.95 eV

Atomic partial charges in e from the Löwdin method, atoms 1 to 5: atom 1 (S): 0.68, atom 2 (O): -0.19, atom 3 (N): 0.03, atom 4 (C): -0.65, atom 5 (C): -0.23



(2)
C22H25N3O2S | ωB97M-V/def2-TZVPD

Geometry as ORCA input:
```
! RIJCOSX wB97M-V def2-TZVPD def2/J DEFGRID3
* xyz 0 1
S 0.36012 -6.87861 2.00832
O -7.39085 2.18427 -0.06361
O 7.63528 1.67129 -0.10994
N -5.16935 0.46951 -0.22928
N 5.02891 0.63520 -0.10909
N -0.04809 -4.16388 1.44394
C -1.48476 0.05288 -0.63671
C 1.42502 0.09645 0.49569
C 1.22670 -1.23158 -0.00652
C -3.69656 -1.38318 0.32114
C 3.60329 -1.32050 -0.58867
C -3.87485 -0.09827 -0.25062
C 0.12851 -5.32250 1.67202
C 2.36963 -1.93586 -0.49368
C 6.81156 1.83139 1.04801
C -0.03011 -1.88648 0.00096
C -7.02085 1.41433 1.08239
C -5.54339 1.04149 1.06653
C 3.78804 -0.02413 -0.06127
C 6.87404 1.58145 -1.31936
C 5.75137 0.74178 1.15908
C -7.08426 1.50414 -1.28537
C -1.29238 -1.25063 -0.07455
C 5.88714 0.41916 -1.27133
C -5.58781 1.23310 -1.40496
C -2.44983 -1.96332 0.36384
C 2.68958 0.65047 0.52463
C -2.75687 0.58846 -0.76649
H 5.03802 0.98049 1.95598
H 0.56929 0.65604 0.87669
H 7.62520 1.42140 -2.10637
H 5.27149 0.41226 -2.17893
H -7.62628 0.53950 -1.36274
H 7.51231 1.76325 1.89273
H -2.29382 -2.96646 0.76224
H -4.94912 1.95633 1.27047
H -5.39059 0.63092 -2.30208
H -2.89443 1.56987 -1.22194
H -0.02730 -2.97862 -0.01987
H -7.41672 2.19691 -2.07185
H 6.43888 -0.53543 -1.18323
H 6.30565 2.81646 1.04842
H -4.57543 -1.90893 0.69523
H -7.22746 2.07644 1.93530
H -0.62110 0.61222 -0.99911
H 6.30889 2.51631 -1.51173
H -7.61740 0.48390 1.15819
H -5.04095 2.19202 -1.47852
H 2.22828 -2.96762 -0.82283
H 4.45139 -1.84593 -1.03048
H -5.33247 0.29545 1.84243
H 6.25968 -0.21741 1.39199
H 2.85478 1.64420 0.94491
*
```

Results
HOMO energy: -6.51 eV
gap between HOMO and LUMO: 4.10 eV

Atomic partial charges in e from the Löwdin method, atoms 1 to 5: atom 1 (S): 0.41, atom 2 (O): -0.14, atom 3 (O): -0.14, atom 4 (N): -0.12, atom 5 (N): -0.11



(3)
C4H6O | ωB97M-V/def2-TZVPD

Geometry as ORCA input:
```
! RIJCOSX wB97M-V def2-TZVPD def2/J DEFGRID3
* xyz 0 1
O 0.00442 0.51985 0.36956
C 0.73807 -0.98310 0.69939
C -1.26847 0.51850 -0.27569
C 1.79512 -0.71956 -0.25198
C 1.25117 0.43008 -0.58731
H -1.34647 -0.32162 -0.97720
H -0.04182 -1.71072 0.45539
H -2.04389 0.45234 0.49155
H 0.93662 -0.92462 1.77162
H 1.36058 1.32375 -1.19071
H -1.37380 1.45975 -0.82201
*
```

Results
HOMO energy: -8.41 eV
gap between HOMO and LUMO: 9.19 eV

Atomic partial charges in e from the Löwdin method, atoms 1 to 5: atom 1 (O): -0.24, atom 2 (C): -0.07, atom 3 (C): -0.07, atom 4 (C): -0.09, atom 5 (C): -0.13



(4)
C2H4O3S2 | ωB97M-V/def2-TZVPD

Geometry as ORCA input:
```
! RIJCOSX wB97M-V def2-TZVPD def2/J DEFGRID3
* xyz 0 1
S 1.08994 -1.23870 -0.05252
S 2.66867 1.16945 0.07470
O 1.87551 -2.25677 0.64965
O 0.85679 -1.35589 -1.44721
O -0.50836 -1.59709 0.60613
C 1.08450 0.42848 0.42863
C -1.44610 -0.81039 0.04894
H 0.76917 0.74225 1.45334
H -2.36670 -0.65348 0.53315
H -1.22552 -0.56028 -1.00920
H 2.75133 1.22720 -1.18912
*
```

Results
HOMO energy (alpha / beta): -8.07 / -9.23 eV
gap between HOMO and LUMO (alpha / beta): 5.87 / 8.75 eV

Atomic partial charges in e from the Löwdin method, atoms 1 to 5: atom 1 (S): 0.60, atom 2 (S): 0.76, atom 3 (O): -0.28, atom 4 (O): -0.28, atom 5 (O): -0.24



Calculated relative energy (zero: lowest compared OMol25 entry of this formula, charge and spin) in order - 83.5; 96.0; 109.3; 108.9 kcal per mole